Entry 1:
Computed, not measured: the ion C6H13N2Si with charge +1 at a distorted geometry, with ωB97M-V with the def2-TZVPD basis set.

Geometry (Å):
1 C -0.9405 -1.5629 2.3947
2 N -0.6854 -0.4404 1.5906
3 C -1.4729 -0.1600 0.5408
4 C -0.7902 0.7072 -0.5735
5 C -0.3798 -0.3300 -1.6965
6 C 0.9855 0.2417 -2.1783
7 C 1.3415 1.3662 -1.2242
8 N 0.4718 1.2579 -0.0659
9 Si 0.7750 0.6268 1.4926
10 H -0.2120 -2.4437 2.0338
11 H -2.0431 -1.9252 2.2497
12 H -0.6703 -1.3841 3.3917
13 H -2.4715 -0.6170 0.5716
14 H -1.4280 1.4034 -0.9600
15 H -1.1416 -0.3212 -2.4462
16 H -0.3459 -1.3969 -1.1556
17 H 1.6876 -0.5766 -2.1137
18 H 0.9149 0.4171 -3.2714
19 H 2.4752 1.3215 -0.9219
20 H 1.2602 2.2746 -1.8037
21 H 2.1597 0.1825 1.3842
22 H 0.5095 1.3591 2.7611

Computed properties:
E, Ha: -635.149544
Total charge: +1
SMILES: C[N+]1=C[C@@H]2CCCN2[SiH2]1
HOMO-LUMO gap, Ha: 0.3229
Energy relative to the best compared isomer or geometry (same formula, charge and spin), eV: 1.620



Entry 2:
Computed, not measured: a cluster of 2 separate species, C5H6O2 in total at a distorted geometry, with ωB97M-V with the def2-TZVPD basis set.

Geometry (Å):
1 C 3.4609 -0.4326 0.0599
2 C 0.0150 1.7015 -0.0669
3 C 2.1685 -0.1013 0.3386
4 C 0.1549 0.3774 -0.1099
5 C -0.6212 -0.8106 -0.2406
6 O 4.4302 -1.0080 -0.2569
7 O 0.9745 2.6726 0.1582
8 H -0.9223 2.1819 0.0190
9 H 2.3111 0.4463 1.2344
10 H 1.7872 2.1932 -0.0354
11 H -1.5940 -0.3361 -0.5434
12 H -0.6525 -1.5762 0.6835
13 H -0.3543 -1.3706 -1.0492

Computed properties:
E, Ha: -344.414158
HOMO-LUMO gap, Ha: 0.3120
Energy relative to the best compared isomer or geometry (same formula, charge and spin), eV: 5.109



Entry 3:
Computed, not measured: the ion C3H10N2S with charge -1 at a distorted geometry, with ωB97M-V with the def2-TZVPD basis set.

Geometry (Å):
1 N -1.4566 -1.0149 -0.2812
2 C -0.1619 -0.1257 -0.4615
3 C 0.4492 0.7106 0.7655
4 S 1.1867 -0.1292 2.2798
5 C -0.3143 0.8535 -1.6034
6 N -0.7764 0.0349 -2.9855
7 H -1.1377 -1.9938 0.0424
8 H -1.9366 -0.6805 0.6172
9 H 0.6835 -0.7770 -0.5770
10 H -0.3356 1.4380 1.0528
11 H 1.3424 1.2383 0.3537
12 H 0.1269 -1.0618 1.9882
13 H -1.1675 1.5689 -1.4080
14 H 0.5639 1.5783 -1.8989
15 H -1.4017 -0.6323 -2.5514
16 H 0.0685 -0.3804 -3.4323

Computed properties:
E, Ha: -627.895332
⟨S²⟩: 0.751
Total charge: -1
HOMO-LUMO gap (spin up / spin down), Ha: 0.1103 / 0.3201
2S+1: 2
Energy relative to the best compared isomer or geometry (same formula, charge and spin), eV: 1.579



Entry 4:
Computed, not measured: a cluster of 7 separate species, C28H54FN2O7 in total, with ωB97M-V with the def2-TZVPD basis set.

Geometry (Å):
1 C 2.5847 -0.5288 5.3416
2 C 1.3217 -0.1738 6.1350
3 C 1.6238 -0.3514 7.6254
4 F 0.2787 -0.3388 8.3353
5 N 2.4537 0.6199 8.1084
6 O 3.4014 -0.1691 9.0833
7 C 4.4427 0.5068 9.3149
8 N 5.4301 1.0668 9.5344
9 H 2.9202 -1.5315 5.6318
10 H 2.4116 -0.4685 4.2697
11 H 3.3714 0.1643 5.6526
12 H 1.0365 0.8709 5.9738
13 H 0.4855 -0.8029 5.8312
14 H 2.0232 -1.3521 7.8244
15 C 2.2806 0.2229 0.0973
16 C 0.9503 0.9700 0.0931
17 C 0.1718 0.2087 1.1572
18 O 1.1301 -0.2594 2.1035
19 C 2.4479 -0.0958 1.5787
20 H 3.1113 0.8022 -0.3051
21 H 2.1904 -0.6951 -0.4850
22 H 1.1020 2.0067 0.4049
23 H 0.4542 0.9665 -0.8755
24 H -0.3458 -0.6542 0.7201
25 H -0.5634 0.8230 1.6788
26 H 2.9378 0.7277 2.1094
27 H 3.0197 -1.0073 1.7585
28 C 0.1740 -2.1597 -4.5795
29 C -0.1714 -3.1073 -3.4308
30 C 0.6032 -2.4858 -2.2753
31 O 0.6378 -1.0809 -2.5294
32 C 0.2024 -0.8167 -3.8647
33 H -0.5361 -2.1784 -5.4031
34 H 1.1607 -2.3904 -4.9833
35 H -1.2440 -3.0772 -3.2259
36 H 0.1111 -4.1431 -3.6149
37 H 1.6308 -2.8650 -2.2372
38 H 0.1383 -2.6569 -1.3034
39 H -0.7962 -0.3659 -3.8278
40 H 0.8857 -0.1047 -4.3278
41 C 2.1831 -0.2484 -9.2886
42 C 0.8551 0.5071 -9.2896
43 C 0.0556 -0.2791 -8.2594
44 O 1.0034 -0.7782 -7.3131
45 C 2.3288 -0.6084 -7.8151
46 H 3.0225 0.3368 -9.6621
47 H 2.1010 -1.1538 -9.8944
48 H 1.0068 1.5331 -8.9469
49 H 0.3642 0.5404 -10.2611
50 H -0.4618 -1.1259 -8.7232
51 H -0.6814 0.3293 -7.7339
52 H 2.8195 0.1972 -7.2581
53 H 2.8883 -1.5304 -7.6511
54 C -1.0996 0.0329 12.4742
55 C -0.9035 0.9029 11.2344
56 C -2.1003 0.5040 10.3923
57 O -3.1538 0.1648 11.3126
58 C -2.6163 0.0535 12.6279
59 H -0.5821 0.4044 13.3583
60 H -0.7516 -0.9829 12.2753
61 H -0.9677 1.9605 11.5044
62 H 0.0371 0.7373 10.7123
63 H -1.8680 -0.3677 9.7769
64 H -2.4462 1.3080 9.7418
65 H -2.9395 0.9183 13.2214
66 H -3.0137 -0.8505 13.0949
67 C 0.0113 1.4722 -14.5966
68 C -1.3254 2.2106 -14.5415
69 C -2.0820 1.3962 -13.4992
70 O -1.0980 0.8972 -12.5928
71 C 0.2085 1.0916 -13.1350
72 H 0.8299 2.0744 -14.9875
73 H -0.0785 0.5755 -15.2133
74 H -1.1760 3.2330 -14.1886
75 H -1.8435 2.2526 -15.4983
76 H -2.6026 0.5496 -13.9596
77 H -2.8093 1.9851 -12.9397
78 H 0.7026 1.8959 -12.5784
79 H 0.7847 0.1748 -13.0024
80 C -4.0304 0.7804 6.0045
81 C -3.3617 -0.2874 6.8655
82 C -2.2546 -0.7827 5.9482
83 O -1.8770 0.3358 5.1348
84 C -2.8276 1.3835 5.2903
85 H -4.5948 1.5178 6.5753
86 H -4.7069 0.3161 5.2818
87 H -2.9279 0.1636 7.7535
88 H -4.0357 -1.0837 7.1807
89 H -2.6130 -1.5819 5.2868
90 H -1.3873 -1.1403 6.4989
91 H -2.3756 2.1868 5.8837
92 H -3.0770 1.7823 4.3040

Computed properties:
E, Ha: -1835.189767
Total charge: -1
HOMO-LUMO gap, Ha: 0.1946



Entry 5:
Computed, not measured: the molecule C4H9NSSi at a distorted geometry, with ωB97M-V with the def2-TZVPD basis set.

Geometry (Å):
1 C -0.3676 -0.7122 -1.4755
2 Si 0.1398 -0.1092 0.2246
3 C 1.0296 1.5095 -0.1353
4 C 0.9768 -1.4048 1.2850
5 N -1.3246 0.2678 0.9242
6 C -2.3010 1.1089 0.5542
7 S -3.8007 1.3950 0.0556
8 H 0.3500 -1.4152 -1.8522
9 H -0.3308 0.1634 -2.1514
10 H -1.3449 -1.1438 -1.4850
11 H 1.6436 1.4541 -1.0155
12 H 0.2664 2.2695 -0.2593
13 H 1.5955 1.7933 0.7791
14 H 0.4041 -1.5569 2.1825
15 H 1.0360 -2.4399 0.8820
16 H 2.0279 -1.1795 1.4871

Computed properties:
E, Ha: -900.254281
SMILES: C[Si](C)(C)N=C=S
HOMO-LUMO gap, Ha: 0.3301
Energy relative to the best compared isomer or geometry (same formula, charge and spin), eV: 0.577



Entry 6:
Computed, not measured: the molecule C8H14N2 at a distorted geometry, with ωB97M-V with the def2-TZVPD basis set.

Geometry (Å):
1 C 0.0028 0.8520 -1.7308
2 C 0.5150 0.1864 -0.6831
3 N 1.6948 -0.5550 -0.7868
4 C 2.2885 -1.1828 0.3974
5 C 1.7140 -0.4903 1.6697
6 C 0.1698 -0.6757 1.7064
7 N -0.3532 -0.3698 0.3471
8 C -1.7586 -0.2697 0.1071
9 C -2.1762 1.1318 -0.3632
10 C -1.4767 1.3350 -1.7642
11 H 0.6588 1.1059 -2.5446
12 H 2.3561 -0.3890 -1.5854
13 H 3.3662 -1.1385 0.4403
14 H 1.9761 -2.2087 0.2926
15 H 2.1954 -0.8153 2.6337
16 H 2.0633 0.5177 1.5793
17 H -0.0374 -1.7379 1.8595
18 H -0.1537 -0.0486 2.5679
19 H -2.1517 -1.0551 -0.5827
20 H -2.1766 -0.5235 1.1390
21 H -1.7406 1.8710 0.2698
22 H -3.2850 1.2357 -0.4991
23 H -2.1497 0.7359 -2.3767
24 H -1.5413 2.4886 -2.0933

Computed properties:
E, Ha: -422.675568
SMILES: C1=C2NCCCN2CCC1
HOMO-LUMO gap, Ha: 0.2984
Energy relative to the best compared isomer or geometry (same formula, charge and spin), eV: 1.893